Formula: C9H13N2O
Source: the OMol25 dataset
Level of theory: ωB97M-V/def2-TZVPD

Positions of all 25 atoms, in Å:
C 0.99414 -3.40777 -0.19250
C -0.10312 -2.70811 0.25120
C 2.18962 -2.73059 -0.50076
C -0.09713 -1.33001 0.36453
C 2.30279 -1.39042 -0.31167
C 1.12094 -0.67586 0.04059
C -2.23165 3.16252 -0.29115
C -3.43178 1.16674 -0.20127
C 1.20456 0.73743 0.36339
N 2.42947 1.42042 0.28874
N 0.03211 1.43079 0.58582
O -2.94347 2.24102 0.28880
H 0.86723 -4.42802 -0.48857
H -1.08346 -3.20782 0.36018
H 2.99697 -3.35911 -0.85123
H -0.98699 -0.79995 0.68682
H 3.22575 -0.99206 -0.62029
H -1.95019 3.90320 0.32011
H -2.01781 3.15286 -1.26811
H -3.37960 0.79971 -1.21461
H -3.98814 0.59517 0.56517
H 3.20321 0.80564 0.33316
H 2.55490 2.38517 0.57210
H -0.18165 2.39127 0.45815
H -0.72667 0.83775 0.46141

Computed properties:
- HOMO (eV) = -10.68
- charge = +1
- gap between HOMO and LUMO (Eh) = 0.2274
- LUMO (eV) = -4.50

Formula: C24H15Br2N8O6Rb
Source: the OMol25 dataset
Level of theory: ωB97M-V/def2-TZVPD

Positions of all 56 atoms, in Å:
Rb 0.31908 -0.35446 -1.64195
O -4.08516 0.59175 -6.33772
C -3.36716 0.41287 -5.36004
C -2.94539 -0.90802 -4.79444
O -3.44555 -2.00086 -5.06568
C -1.88168 -0.64512 -3.80139
C -1.81904 0.79688 -3.58656
O -1.09927 1.39858 -2.73746
C -2.78774 1.46147 -4.46597
O -3.10409 2.65443 -4.44782
O -1.21676 -1.52496 -3.20744
Br 5.91108 -0.21685 -3.95585
C 5.63584 -0.20510 -2.07422
C 6.74736 -0.18727 -1.24825
C 6.61220 -0.17900 0.11560
Br 8.19289 -0.15650 1.19413
C 5.33281 -0.18687 0.71218
C 5.10115 -0.17116 2.10381
C 3.82085 -0.17239 2.57963
C 2.75801 -0.19430 1.66163
N 2.93882 -0.21603 0.36513
C 4.18999 -0.20922 -0.13213
C 4.29179 -0.22335 -1.61015
O 3.29144 -0.24814 -2.33973
H 7.73421 -0.17914 -1.69169
H 5.94698 -0.15519 2.78006
H 3.61934 -0.15713 3.64324
H 1.72984 -0.19940 1.99882
N -0.71160 2.95417 -0.24044
C -1.08173 2.38977 0.91537
N -1.59652 3.18352 1.87060
C -1.97547 2.54219 2.96720
N -2.54082 3.29464 3.96297
N -1.89602 1.22887 3.18853
C -1.33078 0.55315 2.18169
N -0.88761 1.06516 1.05210
C -1.20659 -0.92390 2.36549
C -1.98119 -1.56682 3.32598
C -1.88637 -2.94127 3.43306
C -1.01320 -3.61866 2.59560
C -0.26568 -2.88016 1.68833
N -0.35841 -1.56548 1.56797
H -1.02155 3.90025 -0.39171
H -0.64818 2.36685 -1.06902
H -2.35371 4.28173 3.91615
H -2.55486 2.86509 4.87171
H -2.64865 -0.98574 3.94324
H -2.49188 -3.47889 4.15331
H -0.91078 -4.69481 2.63643
H 0.43701 -3.36842 1.02418
C -4.88029 -0.40571 -1.80432
C -4.00722 -0.79422 -0.71236
N -3.32418 -1.10253 0.15366
H -5.84268 -0.90650 -1.70121
H -4.42412 -0.69191 -2.75041
H -5.01877 0.67414 -1.79986

Computed properties:
- HOMO (eV) = -1.21
- charge = -2
- gap between HOMO and LUMO (Eh) = 0.1808
- LUMO (eV) = 3.71

Formula: C20H28N2O3
Source: the OMol25 dataset
Level of theory: ωB97M-V/def2-TZVPD

Positions of all 53 atoms, in Å:
C 0.17707 1.58987 5.16687
C 0.76319 2.79944 5.88453
C 1.23551 3.90150 4.93690
C 2.39763 3.47298 4.03356
C 1.94221 2.66423 2.87637
N 0.93633 2.91998 2.11289
C 0.92019 1.90782 1.18040
C 0.07011 1.64841 0.11609
C 0.32979 0.51638 -0.64012
C -0.49670 0.20524 -1.85238
O -0.05464 0.37979 -2.97479
N -1.75387 -0.24007 -1.62537
C -2.27094 -0.65097 -0.34078
C -2.32545 -2.17798 -0.25676
C -3.14773 -2.74335 -1.41253
C -2.55971 -2.26134 -2.74275
O -1.28000 -2.83097 -2.85277
C -0.62120 -2.63694 -4.09095
C 0.53549 -3.62792 -4.17783
C 0.04680 -5.06882 -4.25732
C -2.53518 -0.71872 -2.74214
C 1.41088 -0.32372 -0.35433
C 2.26462 -0.07957 0.70530
C 1.99942 1.04481 1.46191
O 2.64377 1.54502 2.54859
H -0.26691 0.90401 5.88548
H 0.94468 1.04859 4.61996
H -0.59205 1.90133 4.46368
H 1.59839 2.47898 6.51254
H 0.00108 3.22260 6.54310
H 0.40901 4.22104 4.30132
H 1.55905 4.75614 5.53414
H 2.88800 4.36799 3.64023
H 3.13725 2.89724 4.59281
H -0.75153 2.30775 -0.11276
H -1.64344 -0.24837 0.45450
H -3.28167 -0.23803 -0.23407
H -1.31152 -2.57337 -0.32483
H -2.75645 -2.47801 0.69916
H -3.12619 -3.83300 -1.38614
H -4.18558 -2.41284 -1.33950
H -3.19280 -2.59597 -3.58469
H -0.23462 -1.61152 -4.16171
H -1.32850 -2.80610 -4.91755
H 1.13438 -3.38326 -5.05646
H 1.15920 -3.50122 -3.29208
H 0.88786 -5.75794 -4.26945
H -0.53984 -5.22389 -5.16061
H -0.57673 -5.29390 -3.39609
H -2.08365 -0.33307 -3.65708
H -3.56014 -0.34401 -2.65849
H 1.57522 -1.18298 -0.98649
H 3.09701 -0.72706 0.92864

Computed properties:
- HOMO (eV) = -8.75
- structure (SMILES) = CCCCc1nc2cc(C(=O)N3CCC[C@H](OCCC)C3)ccc2o1
- gap between HOMO and LUMO (Eh) = 0.3507
- LUMO (eV) = 0.79

Formula: ClH2NP2
Source: the OMol25 dataset
Level of theory: ωB97M-V/def2-TZVPD

Positions of all 6 atoms, in Å:
P -0.03480 -0.75662 -1.36532
P 0.60830 0.87906 -0.05151
N -0.57709 0.75077 0.92713
Cl -0.55564 2.16398 2.33395
H -0.56382 -1.76962 -0.58177
H 1.12305 -1.26758 -1.26248

Computed properties:
- HOMO (eV) = -9.60
- structure (SMILES) = [PH2]#P=NCl
- gap between HOMO and LUMO (Eh) = 0.3180
- LUMO (eV) = -0.94